ORCA calculation (wB97M-V/def2-TZVPD) on a 3-piece molecular cluster, C5H14OS2 overall at a distorted geometry.

Positions of all 22 atoms, in Å:
C (-1.239898, 0.560179, 1.280744)
C (-1.258918, -0.657612, 2.178780)
C (0.121910, 1.156932, 0.904944)
S (0.143289, 2.501663, -0.259448)
S (-0.393831, -1.702745, -0.813729)
C (-0.234535, -0.529271, -2.189270)
C (1.252121, 0.105457, -1.994696)
H (-1.857508, 0.386187, 0.367183)
H (-1.624452, 1.499047, 1.714106)
H (-2.196892, -1.211623, 2.217313)
H (-0.469085, -1.304954, 1.868103)
H (-0.977920, -0.303025, 3.184344)
H (0.644512, 0.265297, 0.473630)
H (0.749459, 1.406564, 1.818735)
H (-1.147444, 0.093960, -2.086465)
H (-0.280987, -1.035226, -3.159109)
H (2.040986, -0.367762, -2.558275)
H (1.219271, 1.191594, -2.110101)
H (1.454107, -0.087366, -0.950773)
H (0.873838, -1.934298, 0.830879)
H (2.076361, -1.054310, 1.316239)
O (1.457543, -1.767611, 1.645252)

Forces on the atoms, in the same order (eV/Å):
-1.396 1.948 -0.768
0.358 1.095 0.879
0.104 0.199 0.265
-0.157 -1.369 1.024
-0.415 0.165 -0.868
1.635 -0.084 1.159
-2.070 0.293 0.208
0.692 0.218 0.436
-1.032 -0.763 0.473
-0.050 0.357 -0.115
0.034 -0.512 0.142
-0.230 -0.480 -0.092
0.246 -0.322 -0.664
-0.465 -0.335 -1.043
0.912 0.403 -0.235
-0.247 -0.129 0.169
-0.167 -0.162 -0.546
0.430 -0.250 -0.479
0.530 0.129 -0.171
1.558 0.198 1.356
-0.878 -1.323 0.582
0.604 0.725 -1.711

Its HOMO-LUMO gap is 4.1111 eV. For the largest force on an atom, the calculation gives 2.52 eV Å⁻¹. The energy is -29124.390 eV. The calculation puts the energy above the lowest of the compared OMol25 structures with the same formula, charge and spin at 6.004 eV.

---

ORCA calculation (wB97M-V/def2-TZVPD) on an isolated ion of composition C4H9N2O2 and charge +1.

Positions of all 17 atoms, in Å:
N (1.873714, 0.053423, 0.709979)
C (0.782343, 0.153346, -0.180991)
O (1.175382, 0.227382, -1.522179)
C (-0.099090, 1.400042, -0.037422)
N (-1.327640, 1.104562, -0.185991)
C (-1.531273, -0.321581, -0.553608)
C (-0.289912, -0.957435, 0.054805)
O (-0.544081, -1.143923, 1.423918)
H (2.474891, 0.866971, 0.740624)
H (1.604031, -0.210954, 1.648355)
H (1.732324, -0.529052, -1.741356)
H (0.231026, 2.404350, 0.197310)
H (-2.085557, 1.769690, -0.069968)
H (-1.492749, -0.372368, -1.640506)
H (-2.475338, -0.701398, -0.181605)
H (-0.024368, -1.890190, -0.441527)
H (-0.003704, -1.852863, 1.780164)

Forces on the atoms, in the same order (eV/Å):
-0.005 -0.054 0.209
-0.087 0.098 0.014
-0.163 0.092 -0.050
-0.085 -0.048 0.103
0.094 -0.011 0.097
0.063 0.073 -0.205
-0.052 -0.071 0.044
-0.032 0.193 0.041
0.056 -0.049 -0.159
-0.024 0.013 -0.016
0.189 -0.079 0.061
0.023 0.030 -0.021
-0.007 -0.001 -0.138
-0.145 -0.053 -0.027
0.021 0.004 0.160
0.110 0.060 -0.129
0.043 -0.196 0.017

Its HOMO-LUMO gap is 9.6823 eV. For the largest force on an atom, the calculation gives 0.23 eV Å⁻¹. As for the total charge: +1. The energy is -11362.122 eV. The calculation puts the energy above the lowest of the compared OMol25 structures with the same formula, charge and spin at 0.845 eV.